(1)
The following is a DFT calculation (ωB97M-V with the def2-TZVPD basis set) of 2 unconnected molecules or ions with the total composition C4H11NO at a distorted geometry.

Properties
E_LUMO: 0.83 eV
SMILES: CC(C)=CN.O
Total charge: 0
Relative energy (zero: lowest compared OMol25 entry of this formula, charge and spin): 2.4234 eV
Frontier orbital gap: 8.78 eV

Geometry as XYZ:
```
17
Properties=species:S:1:pos:R:3:lowdin_charge:R:1
C -1.6804 -1.3684 -0.6573 -0.0971
C -0.7784 -0.1820 -0.7747 -0.3550
C -1.3525 0.9863 -0.3439 -0.1817
N -2.7385 1.0476 -0.0209 -0.0022
C 0.6275 -0.5506 -1.1734 -0.1009
H -2.3744 -1.1745 0.2162 0.0746
H -2.1633 -1.4317 -1.6532 0.0914
H -1.0508 -2.3380 -0.4533 0.1072
H -0.8278 1.9672 -0.5092 0.1145
H -3.0252 2.0259 -0.2226 0.0932
H -2.9660 0.6703 0.8530 0.0475
H 0.8524 -1.0338 -2.1157 0.0662
H 1.5456 0.0966 -1.0957 0.0843
H 1.0991 -1.2874 -0.5289 0.0582
H 5.4025 -0.2873 1.9146 0.0542
H 4.2438 -0.2341 3.0251 0.0600
O 4.6921 0.2977 2.3015 -0.1144
```

***

(2)
The following is a DFT calculation (ωB97M-V with the def2-TZVPD basis set) of 2 unconnected molecules or ions with the total composition C4H11NO at a distorted geometry.

Properties
E_LUMO: 0.97 eV
SMILES: C=CO.CCN
Total charge: 0
Relative energy (zero: lowest compared OMol25 entry of this formula, charge and spin): 1.8647 eV
Frontier orbital gap: 9.75 eV

Geometry as XYZ:
```
17
Properties=species:S:1:pos:R:3:lowdin_charge:R:1
C -0.8382 -0.0384 -0.8406 -0.3406
C -1.6850 1.0139 -0.1456 -0.1210
N -1.0591 -1.3774 -0.2746 -0.0303
H -1.8708 -1.8092 -0.7207 0.0820
H -1.3164 -1.2861 0.7090 0.0753
H -1.0797 -0.0724 -1.9082 0.1071
H 0.3057 0.2936 -0.7226 0.1038
H -2.7566 0.7908 -0.1979 0.0698
H -1.5264 1.9909 -0.6131 0.0718
H -1.4001 1.1012 0.9095 0.0679
C 1.7000 -0.2856 0.8367 -0.3287
C 2.3458 0.8128 0.3827 0.0026
O 1.7824 -1.4896 0.2153 -0.0405
H 0.8539 -1.7946 0.0557 0.0645
H 1.0262 -0.2620 1.6846 0.1078
H 3.1151 0.7138 -0.3733 0.0609
H 2.4032 1.6983 1.0030 0.0478
```

***

(3)
The following is a DFT calculation (ωB97M-V with the def2-TZVPD basis set) of C4H11NO in the gas phase at a distorted geometry.

Properties
E_LUMO: 1.01 eV
SMILES: CCCNCO
Total charge: 0
Relative energy (zero: lowest compared OMol25 entry of this formula, charge and spin): 2.0774 eV
Frontier orbital gap: 9.76 eV

Geometry as XYZ:
```
17
Properties=species:S:1:pos:R:3:lowdin_charge:R:1
C -0.4433 0.0396 0.0250 -0.2939
N 0.8547 0.1148 -0.4863 -0.0846
C 1.9982 -0.4681 0.1033 -0.2502
O 1.9345 -1.9423 0.3729 -0.0773
C -1.4192 1.0840 -0.5218 -0.2152
C -2.7587 1.1424 0.3760 -0.1062
H -0.3662 0.1744 1.2580 0.1610
H -0.9183 -0.9533 -0.0202 0.1143
H 1.0792 1.0355 -0.7126 0.0923
H 2.8412 -0.2675 -0.5150 0.1072
H 2.2015 -0.0607 1.0648 0.1031
H 1.5190 -2.3185 -0.4197 0.0736
H -1.0268 2.1349 -0.5632 0.1216
H -1.8551 0.6073 -1.3422 0.0718
H -2.6097 1.7964 1.2529 0.0642
H -2.9914 0.1459 0.6725 0.0479
H -3.5939 1.6526 -0.1498 0.0704
```